1.
Entry from the Open Molecules 2025 dataset: a structure of composition C28H28BrIN14SiTi in a non-equilibrium geometry (ωB97M-V/def2-TZVPD).

Summary:
**HOMO-LUMO gap**: 7.63 eV
**E_LUMO**: -0.933 eV
**Electronic energy**: -159489.2463 eV
**ΔE to the lowest compared entry with this formula, charge and spin**: 0.468 eV
**HOMO level**: -8.56 eV

The geometry in XYZ format:
```
74
Properties=species:S:1:pos:R:3:mulliken_charge:R:1
Ti -0.25513 -0.19853 0.04916 -1.6668
N -3.65411 0.62564 0.56143 0.0806
C -2.70113 1.38969 1.16573 0.0344
N -2.95469 2.46340 1.86859 -0.5958
N -1.72858 2.90262 2.24966 -0.9174
N -0.80478 2.12605 1.82714 -0.2598
N -1.39477 1.11919 1.09474 1.0702
C -3.34624 -0.59349 0.03593 -0.2791
N -4.24958 -1.43662 -0.38814 -0.5509
N -3.52739 -2.49181 -0.84970 -0.8070
N -2.27591 -2.29381 -0.72003 -0.4808
N -2.08670 -1.04827 -0.13294 1.7761
H -4.62177 0.83876 0.73334 0.2681
C 3.52669 -2.05537 -0.05620 -1.4728
C 3.24929 -0.58301 0.00544 0.4699
C 4.27820 0.27736 0.32017 -0.8587
C 4.06131 1.65852 0.29975 -1.0079
C 2.83526 2.15289 -0.04877 -0.5807
C 1.81657 1.23447 -0.36383 0.8348
N 2.01783 -0.10377 -0.32068 1.2069
N 0.53583 1.51641 -0.69098 0.7972
Si 0.01610 3.09269 -1.27997 0.1216
C -1.67088 2.91221 -2.03381 -0.9828
C -0.01587 4.48378 -0.05757 -1.3465
C 1.22333 3.55944 -2.62822 -1.1484
H 4.58517 -2.21417 -0.25767 0.5941
H 2.94031 -2.53899 -0.82969 0.2003
H 3.28446 -2.54105 0.88977 0.1746
H 5.25488 -0.13052 0.54306 0.5200
H 4.86817 2.33816 0.54959 0.4362
H 2.63102 3.21405 -0.06395 0.2640
H -2.32828 2.26162 -1.45371 0.1661
H -1.62490 2.52995 -3.05805 0.2350
H -2.14303 3.89938 -2.06458 0.5253
H -0.91631 4.47383 0.55706 0.3973
H 0.01103 5.42302 -0.62428 0.4715
H 0.83956 4.47300 0.62393 0.3111
H 1.56518 2.68506 -3.19341 0.2951
H 2.10573 4.06735 -2.22436 0.3073
H 0.73799 4.24810 -3.33002 0.4258
N 1.92347 -7.34633 0.73623 -0.5633
C 1.60438 -6.24143 0.70004 -0.2323
C 1.20837 -4.84989 0.65132 0.4261
C 1.23650 -4.06781 1.79932 -1.1404
C 0.85968 -2.73339 1.74416 -0.0994
C 0.44003 -2.13073 0.56288 2.0634
C 0.45019 -2.93830 -0.58049 -0.1966
C 0.81146 -4.27289 -0.55093 -1.1398
H 1.55760 -4.50311 2.73720 0.4652
H 0.91792 -2.17134 2.65765 0.1861
H 0.15989 -2.54000 -1.54088 0.2402
H 0.78479 -4.87005 -1.45444 0.5062
Br 1.64217 0.52604 3.15586 0.0064
C -0.07386 0.06285 3.83299 0.5482
C -0.46810 0.50993 5.08194 -0.8403
C -1.70783 0.09278 5.53311 -0.2715
C -2.47784 -0.74873 4.74144 -0.9861
C -1.98323 -1.12302 3.50699 -0.3475
N -0.79942 -0.70392 3.05072 0.2802
H 0.16892 1.16254 5.66383 0.4240
H -2.07141 0.42362 6.49846 0.3978
H -3.44467 -1.10319 5.07468 0.4455
H -2.54586 -1.76859 2.83947 0.5402
I -3.77975 0.15328 -5.06815 0.1296
C -1.88229 -0.09909 -4.26606 -0.6112
C -0.75649 -0.12844 -5.06630 -0.1941
C 0.47966 -0.28502 -4.45365 -1.1214
C 0.54117 -0.38883 -3.08275 -0.3460
N -0.55419 -0.36375 -2.30829 1.2727
C -1.74500 -0.23027 -2.89281 -0.2617
H -0.83641 -0.03132 -6.14123 0.4298
H 1.39031 -0.31663 -5.03733 0.5042
H 1.48448 -0.49617 -2.56922 0.2889
H -2.61844 -0.21608 -2.25967 0.1690
```

2.
Entry from the Open Molecules 2025 dataset: a structure of composition C28H28Cl4N5O2PdS (ωB97M-V/def2-TZVPD).

Summary:
**HOMO-LUMO gap**: 3.88 eV
**E_LUMO**: -5.459 eV
**Electronic energy**: -105434.5754 eV
**Total charge**: +1
**HOMO level**: -9.34 eV

The geometry in XYZ format:
```
69
Properties=species:S:1:pos:R:3:nbo_charge:R:1
Pd -0.33312 -0.23995 0.09064 0.9298
C -0.55630 2.68609 0.33612 -0.4045
N 0.32785 1.70983 -0.34721 -0.4362
C 1.72847 1.97979 0.05535 -0.4155
C 0.14175 1.88100 -1.80847 0.0493
C 0.68985 2.94669 -2.49819 -0.2121
C 0.43586 3.08565 -3.85536 -0.2354
C -0.36673 2.15433 -4.49920 -0.1753
C -0.92062 1.08776 -3.81126 -0.2618
C -0.67483 0.94300 -2.44420 0.2240
N -1.13034 -0.09614 -1.65736 -0.5783
C -2.37431 -0.71707 -1.68339 0.1283
C -3.47721 -0.36183 -2.45338 -0.2252
C -4.67318 -1.05821 -2.30064 -0.1895
C -4.79265 -2.09380 -1.39288 -0.2385
C -3.69309 -2.45808 -0.61519 -0.2184
C -2.51112 -1.77363 -0.76047 0.0895
N -1.27384 -2.10373 -0.02452 -0.4290
C -1.49561 -2.70032 1.30249 -0.4178
C -0.52987 -3.08823 -0.86351 -0.4226
H -0.29896 3.70135 0.02699 0.2082
H -0.41382 2.61453 1.41588 0.1808
H -1.59333 2.48133 0.08054 0.2309
H 1.94681 3.04617 -0.02602 0.1930
H 2.40446 1.41330 -0.57484 0.2433
H 1.86476 1.66765 1.08921 0.2105
H 1.31567 3.67230 -1.99376 0.2177
H 0.86901 3.90890 -4.40642 0.2252
H -0.55117 2.24988 -5.56180 0.2248
H -1.51583 0.34848 -4.32922 0.2266
H -3.41557 0.46608 -3.14575 0.2200
H -5.52844 -0.76553 -2.89645 0.2221
H -5.73209 -2.61698 -1.27826 0.2231
H -3.78168 -3.26769 0.09808 0.2186
H -1.93164 -3.69845 1.21840 0.2017
H -2.16050 -2.06801 1.88388 0.2174
H -0.52829 -2.79184 1.79619 0.2141
H -1.16960 -3.96261 -1.00723 0.1938
H 0.39509 -3.37419 -0.37341 0.2443
H -0.30114 -2.63469 -1.82310 0.2307
Cl 0.00900 2.25650 6.75137 0.1520
C -0.65363 1.66056 5.30769 -0.0402
C -2.10585 1.82816 5.09050 -0.0645
Cl -3.01698 2.57880 6.31565 0.1397
C -2.70373 1.40482 3.96242 -0.1514
Cl -4.37081 1.57969 3.67254 0.1263
C -1.92779 0.73374 2.91202 0.4395
O -2.40086 0.30982 1.89569 -0.4276
C -0.40817 0.57109 3.14652 0.4390
O 0.29114 0.07705 2.28521 -0.5180
C 0.14607 1.06782 4.39546 -0.1159
Cl 1.83578 0.89896 4.61452 0.0697
C 4.51322 -1.95677 4.31495 -0.6570
C 3.74130 -2.65021 3.23999 0.3047
C 3.40806 -3.96545 3.23972 -0.3567
C 2.64153 -4.44897 2.15238 0.3413
N 2.28018 -3.69280 1.13909 -0.5132
C 2.64629 -2.38444 1.09710 0.2569
S 2.29956 -1.36959 -0.17871 -0.2489
N 3.34115 -1.89745 2.18630 -0.5393
C 2.19100 -5.87583 2.14193 -0.6592
H 4.89978 -2.67272 5.03551 0.2463
H 3.86927 -1.25098 4.84342 0.2367
H 5.35172 -1.40248 3.88971 0.2411
H 3.71211 -4.61790 4.04473 0.2383
H 3.56754 -0.91327 2.14823 0.4308
H 2.99031 -6.53881 2.47332 0.2356
H 1.86188 -6.15729 1.14562 0.2469
H 1.35678 -6.00030 2.83712 0.2393
```